No. 1
{"formula": "C27H62BO10S7", "method": "ωB97M-V/def2-TZVPD", "symbols": ["C", "C", "C", "B", "C", "C", "O", "C", "O", "O", "C", "C", "C", "C", "C", "C", "C", "H", "H", "H", "H", "H", "H", "H", "H", "H", "H", "H", "H", "H", "H", "H", "H", "H", "H", "H", "H", "C", "S", "O", "C", "H", "H", "H", "H", "H", "H", "C", "S", "O", "C", "H", "H", "H", "H", "H", "H", "C", "S", "O", "C", "H", "H", "H", "H", "H", "H", "C", "S", "O", "C", "H", "H", "H", "H", "H", "H", "C", "S", "O", "C", "H", "H", "H", "H", "H", "H", "C", "S", "O", "C", "H", "H", "H", "H", "H", "H", "C", "S", "O", "C", "H", "H", "H", "H", "H", "H"], "coordinates": [[1.32895, 2.43601, 2.99960], [0.79556, 2.24205, 1.49926], [2.06369, 2.27129, 0.53295], [2.12279, 0.79768, -0.24983], [2.71834, -0.39551, 0.71917], [2.05332, -1.81152, 0.46958], [2.28002, -2.28284, -0.91541], [1.08850, -2.46630, -1.58259], [0.81896, -1.69075, -2.47384], [-0.16409, 3.30682, 1.29102], [-1.13538, 2.96669, 0.31513], [-2.15500, 1.86224, 0.79872], [-2.89932, 1.09679, -0.20735], [-3.82022, 0.04767, 0.26598], [-4.02552, -0.23541, 1.69652], [-3.25254, 0.53439, 2.70017], [-2.33968, 1.58021, 2.23096], [2.21391, 3.13428, 3.02865], [1.56308, 1.45971, 3.49662], [0.50408, 2.98558, 3.55275], [0.36768, 1.20708, 1.46124], [2.09890, 3.14135, -0.17476], [2.99206, 2.35304, 1.17398], [0.96944, 0.52204, -0.50546], [2.79173, 0.86092, -1.25896], [2.58595, -0.18658, 1.82189], [3.82453, -0.55212, 0.52973], [0.95695, -1.80843, 0.71110], [2.52332, -2.60157, 1.13012], [0.37290, -3.31636, -1.40152], [-1.77120, 3.89735, 0.16797], [-0.70786, 2.72778, -0.69655], [-2.71109, 1.32662, -1.27942], [-4.37941, -0.53520, -0.53782], [-4.73379, -1.02674, 2.03175], [-3.36134, 0.32105, 3.78638], [-1.74779, 2.16441, 2.97055], [-4.59141, -0.72558, -4.31944], [-5.72230, 0.27058, -3.32932], [-6.10427, -0.54106, -2.13918], [-7.09638, 0.20407, -4.49593], [-3.66250, -0.84709, -3.76233], [-5.03082, -1.70573, -4.51232], [-4.38525, -0.21364, -5.26039], [-7.37857, -0.83410, -4.67999], [-6.80372, 0.68587, -5.42977], [-7.94106, 0.73825, -4.06226], [5.00998, -5.12824, -3.33580], [3.28572, -5.35156, -2.86123], [2.96863, -6.80464, -3.00355], [2.58869, -4.50040, -4.28567], [5.63718, -5.62030, -2.59289], [5.18654, -5.57545, -4.31524], [5.24436, -4.06334, -3.36038], [2.91723, -4.98390, -5.20713], [2.90604, -3.45685, -4.27510], [1.50175, -4.54908, -4.21823], [2.70783, -0.88861, -8.71687], [2.89340, -1.41306, -7.00056], [3.88074, -2.52987, -6.98084], [1.25140, -2.14093, -6.85272], [3.64328, -0.43292, -9.04020], [2.48656, -1.75129, -9.34744], [1.90387, -0.15471, -8.78745], [1.12294, -2.92348, -7.60284], [0.49661, -1.36478, -6.98466], [1.15548, -2.57239, -5.85706], [2.94890, -0.80227, 6.64060], [2.34284, -2.09116, 5.53075], [2.22990, -1.49158, 4.17481], [0.68416, -2.16845, 6.22718], [3.97422, -0.56131, 6.36064], [2.32785, 0.09004, 6.54782], [2.93022, -1.16903, 7.66835], [0.20798, -1.18717, 6.16193], [0.74042, -2.49080, 7.26646], [0.10736, -2.88837, 5.65841], [2.24979, -6.85164, 6.92829], [0.92340, -6.17487, 5.91192], [0.70472, -4.76533, 6.34726], [-0.39264, -7.17251, 6.63564], [3.17569, -6.33833, 6.67057], [2.02703, -6.69191, 7.98440], [2.35717, -7.91762, 6.72312], [-0.44733, -6.99280, 7.71055], [-0.19864, -8.22791, 6.43966], [-1.33555, -6.88572, 6.17139], [0.42216, 6.13665, 1.98626], [1.88288, 6.25133, 0.93914], [2.75945, 5.10372, 1.27525], [2.56958, 7.71671, 1.74227], [-0.14837, 5.25641, 1.68568], [0.71980, 6.03634, 3.03161], [-0.19270, 7.03056, 1.85526], [2.73149, 7.51736, 2.80294], [1.88333, 8.55622, 1.61749], [3.52177, 7.95434, 1.26828], [-3.09574, 5.97747, -2.60099], [-4.24721, 4.80116, -1.86476], [-4.75175, 3.92690, -2.95995], [-5.53748, 6.00789, -1.50181], [-2.21658, 5.43068, -2.94079], [-3.56572, 6.47533, -3.45077], [-2.79793, 6.71227, -1.85163], [-5.85232, 6.50394, -2.42157], [-5.15898, 6.74172, -0.78884], [-6.38553, 5.48225, -1.06428]], "atomic_forces_ev_per_a": [[-0.881, 0.913, -0.273], [2.980, 0.040, 1.449], [-0.111, -0.776, 0.165], [0.197, 0.514, 0.380], [-0.001, -1.301, -0.037], [0.819, 0.024, 1.489], [-1.877, -0.632, 0.238], [0.914, 1.967, -1.147], [-0.269, -1.269, 0.184], [-0.596, -1.171, -0.827], [-1.400, 0.330, 0.175], [-0.677, -1.349, 0.178], [-0.118, -0.423, 3.236], [0.542, 0.748, 0.399], [1.865, 1.856, -0.584], [0.012, 0.421, -2.902], [-1.001, -1.066, -1.211], [-0.810, -0.870, -0.143], [-0.153, 0.833, -0.485], [0.742, -0.816, -0.200], [-0.299, 1.125, -0.253], [-0.416, -0.643, 0.728], [-0.923, 0.235, -0.581], [-0.514, -0.184, -0.383], [0.121, 0.024, -0.400], [0.123, -0.333, -0.903], [-0.940, 0.185, 0.385], [0.812, 0.187, -0.413], [-0.462, 0.733, -0.621], [0.932, 0.373, 0.691], [0.713, -0.773, 0.146], [-0.140, -0.175, 0.996], [-0.333, -0.440, 0.898], [0.676, 0.801, 1.435], [0.687, 0.719, -0.441], [0.100, 0.222, -0.997], [-0.463, -0.544, -0.737], [-0.003, -0.155, -0.061], [0.157, 0.177, 0.142], [-0.104, -0.096, -0.339], [-0.115, -0.148, -0.087], [-0.076, 0.081, 0.049], [-0.043, 0.029, 0.058], [-0.009, 0.053, 0.056], [0.046, 0.000, 0.056], [0.040, 0.029, 0.059], [0.106, 0.010, 0.062], [0.110, 0.004, -0.119], [-0.070, 0.020, 0.151], [0.097, 0.107, -0.165], [0.005, -0.004, -0.181], [-0.134, 0.004, 0.034], [-0.089, -0.004, 0.013], [-0.074, -0.013, 0.032], [0.062, -0.006, 0.057], [0.016, -0.033, 0.076], [0.052, -0.037, 0.151], [-0.027, -0.067, -0.160], [0.040, 0.024, 0.146], [-0.204, 0.055, -0.143], [-0.087, -0.122, -0.064], [-0.010, -0.033, 0.114], [0.019, -0.027, 0.068], [0.026, -0.004, 0.064], [0.099, 0.026, -0.012], [0.062, 0.028, 0.056], [0.072, 0.130, 0.003], [0.004, 0.163, 0.076], [-0.140, -0.027, -0.107], [0.006, -0.041, 0.279], [-0.251, 0.680, 0.021], [-0.060, -0.067, -0.070], [-0.011, -0.045, -0.073], [-0.011, -0.047, -0.034], [0.213, 0.096, -0.062], [0.024, -0.074, -0.073], [0.136, 0.114, -0.010], [0.056, -0.017, 0.132], [0.046, 0.016, -0.083], [0.043, -0.975, 0.180], [-0.069, -0.033, 0.136], [-0.107, 0.035, -0.075], [-0.059, 0.044, -0.044], [-0.025, 0.034, -0.050], [0.051, 0.055, -0.036], [0.027, 0.040, -0.044], [0.101, 0.052, -0.047], [-0.274, 0.227, 0.074], [-0.110, -0.309, 0.061], [0.070, 0.605, 0.140], [0.059, 0.143, 0.107], [0.298, 0.032, 0.019], [0.096, -0.035, -0.047], [0.114, 0.087, -0.028], [-0.023, -0.078, -0.038], [-0.007, -0.030, -0.024], [-0.048, -0.085, -0.034], [0.009, 0.107, -0.105], [0.059, -0.208, 0.019], [0.011, 0.286, 0.047], [-0.099, 0.129, -0.068], [-0.077, -0.067, 0.086], [-0.056, -0.062, 0.021], [-0.001, -0.065, 0.029], [0.051, -0.060, -0.020], [0.030, -0.057, 0.005], [0.104, -0.073, -0.016]], "lumo_energy_ha": 0.07118, "energy_ha": -4630.20333, "max_force_ev_per_a": 3.31, "charge": -1}

No. 2
{"formula": "C28H27IrN5O2S2", "method": "ωB97M-V/def2-TZVPD", "symbols": ["Ir", "C", "S", "C", "S", "N", "N", "C", "C", "C", "C", "C", "C", "N", "H", "H", "H", "H", "H", "H", "H", "H", "C", "C", "C", "C", "C", "C", "C", "C", "C", "C", "C", "C", "C", "C", "C", "N", "H", "H", "H", "H", "H", "H", "H", "H", "H", "H", "O", "C", "O", "C", "N", "C", "C", "C", "H", "H", "H", "H", "H", "H", "H", "H", "H"], "coordinates": [[0.12089, 0.51812, -0.17008], [-4.37387, 1.52078, 2.74464], [-4.21344, -0.15717, 2.06729], [-2.69377, -0.04781, 1.19157], [-2.27331, 1.39889, 0.31816], [-2.02154, -1.15553, 1.14836], [-0.87978, -1.25390, 0.52630], [-0.26232, -2.44997, 0.45702], [1.05482, -2.50027, 0.00521], [1.75845, -3.72290, -0.15591], [3.05565, -3.70796, -0.58658], [3.67016, -2.47250, -0.84235], [2.93079, -1.31774, -0.67093], [1.67190, -1.31186, -0.27105], [-5.28712, 1.52056, 3.32901], [-4.44663, 2.25435, 1.94826], [-3.51888, 1.71928, 3.38401], [-0.79287, -3.34437, 0.75798], [1.24008, -4.64430, 0.05315], [3.60759, -4.62393, -0.73582], [4.69326, -2.40840, -1.17140], [3.37463, -0.34839, -0.85401], [-1.45555, -1.10070, -3.87906], [-0.69111, -0.44121, -4.82802], [0.26781, 0.46627, -4.42755], [0.46682, 0.72940, -3.07105], [-0.29604, 0.04465, -2.10263], [-1.25608, -0.86015, -2.52773], [1.45679, 1.66758, -2.56843], [2.26861, 2.47863, -3.39290], [3.26775, 3.22548, -2.84011], [3.46695, 3.19353, -1.44349], [4.53025, 3.86113, -0.80819], [4.66456, 3.83203, 0.55330], [3.70433, 3.17467, 1.33237], [2.66556, 2.50498, 0.74395], [2.53553, 2.46137, -0.65606], [1.56276, 1.71251, -1.23774], [-2.20926, -1.80905, -4.18464], [-0.83577, -0.64332, -5.87791], [0.86292, 0.97189, -5.17188], [-1.86677, -1.39485, -1.81412], [2.09661, 2.49388, -4.45692], [3.91607, 3.83218, -3.45607], [5.24283, 4.38969, -1.42000], [5.49527, 4.32067, 1.03585], [3.78557, 3.18978, 2.40823], [1.92518, 2.01265, 1.35057], [-0.41469, 1.59068, 4.01229], [-0.03145, 0.76091, 3.17014], [0.33595, 0.95447, 2.01204], [0.01760, -0.71006, 3.75653], [-0.27560, -0.49753, 5.19215], [0.95816, -0.79288, 5.95150], [1.65962, -1.84306, 5.09550], [1.42011, -1.32399, 3.67727], [-0.74629, -1.32247, 3.27235], [-1.07206, -1.03513, 5.52373], [-0.50693, 0.61051, 5.10635], [0.73514, -1.13399, 6.96053], [1.55546, 0.11875, 6.00444], [1.18613, -2.81654, 5.23334], [2.71523, -1.93061, 5.33871], [1.47686, -2.10172, 2.91949], [2.15169, -0.55124, 3.42870]], "atomic_forces_ev_per_a": [[-0.998, -4.178, -0.635], [0.164, -0.168, -0.334], [0.346, 0.036, 0.110], [0.357, 1.152, -1.147], [1.834, -0.559, -0.098], [-1.656, -2.029, 1.357], [2.651, 0.273, -0.755], [-3.123, 2.579, 0.659], [2.719, 0.058, -1.159], [-1.153, 0.896, 0.317], [0.858, 0.759, -0.313], [-0.386, -0.660, 0.143], [0.359, 0.255, -0.102], [-1.293, 0.501, 0.328], [-0.111, -0.048, 0.054], [-0.018, 0.053, 0.043], [0.003, 0.144, 0.010], [-0.122, 0.119, 0.156], [-0.049, -0.144, 0.028], [-0.012, -0.082, 0.032], [0.112, -0.011, -0.039], [-0.002, 0.075, -0.054], [0.092, 0.052, 0.088], [0.014, -0.073, -0.136], [0.084, 0.157, 0.168], [-0.481, -0.372, -0.086], [0.405, 0.766, 0.693], [-0.071, -0.129, 0.039], [-0.025, 0.033, 0.251], [0.281, 0.049, 0.095], [-0.240, -0.276, -0.031], [-0.321, -0.247, 0.192], [0.069, 0.037, 0.193], [0.077, 0.115, -0.218], [-0.153, -0.180, -0.133], [-0.070, -0.031, 0.163], [0.803, 0.569, 0.070], [-1.193, 0.257, 0.255], [-0.099, -0.080, -0.073], [-0.030, 0.007, -0.095], [0.044, 0.040, -0.120], [-0.062, 0.037, 0.060], [0.007, -0.053, -0.042], [0.032, 0.047, -0.064], [0.128, 0.105, -0.100], [0.100, 0.125, -0.002], [-0.003, 0.002, 0.110], [-0.052, -0.040, 0.061], [-0.109, 0.563, 0.260], [-0.264, -1.070, 0.593], [0.471, 0.228, -0.517], [0.114, 0.587, -0.988], [-0.553, 0.436, 0.306], [0.543, -0.363, 0.225], [0.029, 0.093, -0.037], [-0.002, 0.007, 0.135], [-0.007, 0.095, 0.166], [0.058, 0.041, -0.050], [0.063, -0.547, -0.040], [-0.111, 0.131, -0.037], [-0.103, 0.011, 0.010], [0.021, -0.033, 0.041], [0.025, -0.052, 0.056], [0.034, -0.006, -0.006], [-0.026, -0.060, -0.057]], "lumo_energy_ha": -0.14626, "energy_ha": -2407.99216, "max_force_ev_per_a": 4.34, "charge": 1}

In eV, the orbital gap values for the records above are, in order, 6.0695, 6.5873.